1.
A molecular structure, C7H13FN. Source: the Open Molecules 2025 dataset; level of theory: ωB97M-V with the def2-TZVPD basis set.

Geometry (Å):
C 1.1111 -0.1495 -0.1644
N 1.0104 -1.3578 -0.6683
H 3.0267 -2.0200 -1.1410
C -0.8363 1.2434 1.0413
F 2.0735 0.2300 0.6853
H -0.7877 -0.8966 -1.2904
H -0.3467 0.5037 1.7151
H 1.6684 -3.1323 -0.6783
H -0.6292 -2.7655 -1.2591
H 2.4428 -2.1698 0.5789
H -2.7753 1.8176 0.5258
C -2.2934 1.3476 1.3301
H -2.8419 0.3647 1.2640
H -2.4515 1.7968 2.2774
C -0.1446 -1.7407 -1.4923
H 0.0879 -1.7551 -2.5650
H -0.4765 3.4024 0.2277
C 2.1499 -2.2160 -0.4845
H 0.9636 2.5184 1.1034
H -0.6901 1.4102 -1.2844
C -0.2428 1.2029 -0.2919
C -0.0185 2.3653 0.5705

Orbital gap   10.509 eV
Energy   -11667.21903 eV
Energy relative to the best compared isomer or geometry (same formula, charge and spin)   319.7 kJ/mol
Charge   +1

These are the Mulliken partial charges, in e, on atoms 1 to 8:
1. C 0.41
2. N 0.07
3. H 0.30
4. C 0.55
5. F -0.20
6. H 0.25
7. H 0.30
8. H 0.34

2.
A single C7H13FN2 molecule. Source: the Open Molecules 2025 dataset; level of theory: ωB97M-V with the def2-TZVPD basis set.

Geometry (Å):
H 2.4983 -1.0718 -1.6530
H -3.7496 -0.5504 -1.2912
H 1.6588 0.4425 -1.2701
C -1.5247 -0.8117 0.2982
H 3.4384 -1.3131 0.3590
C -1.4626 1.4049 0.4455
H -2.1034 2.2842 0.4649
H -2.5299 0.8223 -1.6595
N -2.3072 0.3169 0.2393
H 0.6916 -0.5974 -2.1024
C 1.2259 -0.9887 0.0621
C 2.4871 -0.7398 0.8015
H 2.4286 -1.0852 1.7880
C 1.4963 -0.5829 -1.3755
C -3.2141 0.4279 -0.9498
H -1.6175 -1.3510 -0.6575
H 0.9356 -2.0460 -0.0161
H 2.7742 0.3384 0.7887
N 0.0992 -0.1867 0.6083
C -0.1586 1.0911 0.4644
H -3.9516 1.2672 -0.6979
F -1.8319 -1.6159 1.3999
H 0.7115 1.7520 0.6594

Orbital gap   8.208 eV
Energy   -13164.35020 eV
SMILES   CC(C)N1C=CN(C)[C@@H]1F
Energy relative to the best compared isomer or geometry (same formula, charge and spin)   140.4 kJ/mol

These are the Mulliken partial charges, in e, on atoms 1 to 8:
1. H 0.34
2. H 0.29
3. H 0.38
4. C -0.11
5. H 0.33
6. C -1.00
7. H 0.39
8. H 0.45

3.
2 unconnected molecules or ions with the total composition C7H13INO4P. Source: the Open Molecules 2025 dataset; level of theory: ωB97M-V with the def2-TZVPD basis set.

Geometry (Å):
O 2.0817 0.4823 -0.3121
N -1.2457 1.8017 -0.0103
H 1.4838 -2.2988 0.9488
H 2.4028 0.2559 -2.5191
H 0.0335 -3.0612 1.2763
I -3.7212 0.0631 1.5240
H 1.1969 0.5015 -3.8533
H -0.8584 1.2558 2.4246
O 0.1348 -1.7739 -0.3529
C 0.1840 1.1858 1.9167
H -1.1320 2.3632 -0.8584
H -1.8940 -2.0821 0.0915
C 0.7044 2.4543 1.2906
H 0.7800 0.4460 2.4772
O -3.1070 0.8270 -1.6147
C 0.4873 -2.1412 1.0051
H 1.7765 2.5320 1.2224
H 0.0992 3.3019 1.4957
H -1.3696 -1.7656 -1.7636
H 0.2317 -1.3927 1.6785
C 0.9350 0.7490 -0.5825
H 1.1678 -1.1268 -2.8131
C -1.1578 -1.6588 -0.5665
C 1.3559 0.0247 -2.7500
P -2.2830 0.5459 -0.4678
C 0.0327 1.3707 0.4257
O 0.4797 0.5891 -1.8087

Orbital gap   8.254 eV
Energy   -34537.22273 eV
Energy relative to the best compared isomer or geometry (same formula, charge and spin)   9.8 kJ/mol

These are the Mulliken partial charges, in e, on atoms 1 to 8:
1. O -0.66
2. N -0.32
3. H 0.31
4. H 0.35
5. H 0.42
6. I -0.19
7. H 0.23
8. H 0.15

4.
A gas-phase ion, C7H13INS (charge +1). Source: the Open Molecules 2025 dataset; level of theory: ωB97M-V with the def2-TZVPD basis set.

Geometry (Å):
C 1.5024 1.0705 -0.2465
H -1.8529 -2.7023 1.4043
C 0.6887 0.0304 -1.2170
H 2.3139 0.6282 0.4847
C 0.4481 -1.5157 -0.7301
H -1.6625 0.5465 -1.4621
S -1.5164 -0.9044 3.0994
N -0.6549 2.1351 -0.5123
H 0.8299 -1.0016 1.5680
H 0.7009 2.9631 1.1930
H -0.3877 -2.0960 -1.3390
H 0.5275 -2.8158 1.1408
H 1.2087 -0.0653 -2.2756
C -1.3953 -1.6064 1.3330
H 1.4625 -2.1001 -0.9638
H -1.5047 2.7676 -0.4413
H -0.4397 1.4472 -2.6482
C -0.5866 1.0024 -1.5585
C 0.1764 -1.7058 0.8766
H -2.0281 -0.9379 0.6101
I 2.6730 2.2204 -1.7578
C 0.4761 2.2353 0.3017
H -0.9792 0.4045 3.1405

Orbital gap   6.560 eV
Energy   -27885.05170 eV
SMILES   SCCC[C@H]1C[NH+]=C[C@@H]1I
Energy relative to the best compared isomer or geometry (same formula, charge and spin)   183.1 kJ/mol
Charge   +1

These are the Mulliken partial charges, in e, on atoms 1 to 8:
1. C -0.69
2. H 0.36
3. C -0.03
4. H 0.50
5. C -0.79
6. H 0.37
7. S -0.19
8. N -0.07

5.
A single C7H13N molecule. Source: the Open Molecules 2025 dataset; level of theory: ωB97M-V with the def2-TZVPD basis set.

Geometry (Å):
H -2.1134 1.5000 1.6277
C -2.0680 -0.5096 1.1200
H 3.6170 0.7357 -1.7895
N -0.4099 1.1298 0.5282
H -0.9129 0.5176 2.6026
C -3.2558 -0.9224 1.5106
H 1.6999 -1.6451 -1.6509
C 1.8956 -0.5121 -1.9330
C 0.5223 0.1663 0.0325
H -1.3443 -1.3199 0.7461
H 0.5680 1.1827 -1.7541
C 0.8960 0.3436 -1.2590
H -3.4566 -2.0296 1.3979
H 0.8008 -0.6808 0.6740
H -0.7696 1.9404 0.0016
H -4.0806 -0.3676 1.9755
C 3.3492 -0.2619 -1.4618
H 4.0302 -1.0967 -1.8053
H 1.8227 -0.3868 -3.0186
H 3.3298 -0.3058 -0.3650
C -1.3930 0.7040 1.6009

Orbital gap   8.537 eV
Energy   -8957.30566 eV
SMILES   C=CCN/C=C/CC
Energy relative to the best compared isomer or geometry (same formula, charge and spin)   253.5 kJ/mol

These are the Mulliken partial charges, in e, on atoms 1 to 8:
1. H 0.38
2. C 0.16
3. H 0.33
4. N -0.26
5. H 0.15
6. C -0.75
7. H 0.21
8. C -0.54

6.
A single C7H13N molecule. Source: the Open Molecules 2025 dataset; level of theory: ωB97M-V with the def2-TZVPD basis set.

Geometry (Å):
C -0.2827 -0.3910 -0.0076
H -2.9695 1.0313 -0.4189
H 1.8337 0.4334 1.1016
N -1.9176 -0.1263 1.7803
H -2.1963 0.7119 1.3079
H -1.7546 2.2866 -0.3547
H 3.6674 -0.9664 -0.9471
H -2.3082 1.8970 -1.8609
C -2.0755 1.3927 -0.9161
H -2.3054 -0.3497 2.6712
C -0.8479 0.5047 -1.0730
C 3.4067 -0.4454 -0.0221
H -0.9972 -0.2710 -1.8489
C 1.0094 -1.0985 -0.3219
H 1.1330 -2.1704 -0.1038
H -0.0440 1.1948 -1.4196
H -0.2289 -1.3852 1.8268
C -0.7382 -0.6446 1.2320
C 2.1249 -0.2850 0.3444
H 1.2254 -1.3916 -1.3689
H 4.2657 0.0728 0.3992

Orbital gap   8.524 eV
Energy   -8957.67925 eV
SMILES   C=CC/C(=C/N)CC
Energy relative to the best compared isomer or geometry (same formula, charge and spin)   217.4 kJ/mol

These are the Mulliken partial charges, in e, on atoms 1 to 8:
1. C -0.04
2. H 0.40
3. H 0.32
4. N -0.39
5. H 0.11
6. H 0.41
7. H 0.24
8. H 0.34

7.
A single C7H13N molecule. Source: the Open Molecules 2025 dataset; level of theory: ωB97M-V with the def2-TZVPD basis set.

Geometry (Å):
H 0.5500 -2.2618 1.9320
C -2.1637 0.6237 0.7771
H 2.0726 -0.8481 -1.0959
C -0.7616 1.1411 0.8458
H 1.0765 -2.1963 -1.3772
C 1.2934 1.3828 -1.8494
H -0.4109 1.1911 1.9173
C 0.1598 0.2786 -0.0058
H -0.8661 2.2472 0.5683
N -0.1351 -1.7524 1.4165
H -2.6062 0.8406 -0.1983
C 0.2249 0.8189 -1.3274
C 0.4949 -1.0292 0.3662
H 2.4058 -2.1687 -0.0804
H 1.3222 1.9839 -2.7338
H -2.7928 1.0330 1.5951
H -2.3269 -0.4215 0.9817
C 1.5328 -1.6288 -0.5101
H -0.6676 0.6033 -1.9351
H 2.1981 1.3662 -1.3346
H -0.6002 -1.2038 2.0479

Orbital gap   8.724 eV
Energy   -8957.64973 eV
SMILES   C=C/C(CC)=C(\C)N
Energy relative to the best compared isomer or geometry (same formula, charge and spin)   220.3 kJ/mol

These are the Mulliken partial charges, in e, on atoms 1 to 8:
1. H 0.25
2. C -1.14
3. H 0.24
4. C -0.80
5. H 0.23
6. C -0.78
7. H 0.30
8. C 0.16

8.
A single C7H13N molecule. Source: the Open Molecules 2025 dataset; level of theory: ωB97M-V with the def2-TZVPD basis set.

Geometry (Å):
H 0.0314 0.9634 -1.2730
H 2.7925 1.3062 0.8533
C -0.8190 -2.1216 -0.4174
H -0.4106 -2.4514 -1.3694
C -0.7686 -0.6197 -0.3382
H -1.3100 2.0712 -0.4221
C -1.9787 1.5518 0.2315
N 0.2655 -0.0028 -1.0703
H -1.8546 1.9727 1.2476
C 2.0975 -1.0938 0.2788
C 1.8778 1.3592 0.2740
H 1.7801 -2.1075 0.1091
C 1.3719 -0.0239 -0.0382
H 2.1195 1.9009 -0.6314
C -1.7594 0.0735 0.2617
H -3.0145 1.8033 -0.0669
H -1.8221 -2.5007 -0.3404
H -2.5634 -0.4992 0.7246
H 3.0339 -0.9787 0.7925
H -0.2045 -2.5452 0.3742
H 1.1352 1.9424 0.8199

Orbital gap   9.430 eV
Energy   -8958.25041 eV
SMILES   C=C(C)N/C(C)=C\C
Energy relative to the best compared isomer or geometry (same formula, charge and spin)   162.3 kJ/mol

These are the Mulliken partial charges, in e, on atoms 1 to 8:
1. H 0.37
2. H 0.41
3. C -1.58
4. H 0.41
5. C 0.64
6. H 0.35
7. C -1.27
8. N -0.44

Q: energy relative to the best compared isomer or geometry (same formula, charge and spin) of number 7 (C7H13N)?
A: 220.3 kJ/mol

Copy entry 5 word for word.
A single C7H13N molecule. Source: the Open Molecules 2025 dataset; level of theory: ωB97M-V with the def2-TZVPD basis set.

Geometry (Å):
H -2.1134 1.5000 1.6277
C -2.0680 -0.5096 1.1200
H 3.6170 0.7357 -1.7895
N -0.4099 1.1298 0.5282
H -0.9129 0.5176 2.6026
C -3.2558 -0.9224 1.5106
H 1.6999 -1.6451 -1.6509
C 1.8956 -0.5121 -1.9330
C 0.5223 0.1663 0.0325
H -1.3443 -1.3199 0.7461
H 0.5680 1.1827 -1.7541
C 0.8960 0.3436 -1.2590
H -3.4566 -2.0296 1.3979
H 0.8008 -0.6808 0.6740
H -0.7696 1.9404 0.0016
H -4.0806 -0.3676 1.9755
C 3.3492 -0.2619 -1.4618
H 4.0302 -1.0967 -1.8053
H 1.8227 -0.3868 -3.0186
H 3.3298 -0.3058 -0.3650
C -1.3930 0.7040 1.6009

Orbital gap   8.537 eV
Energy   -8957.30566 eV
SMILES   C=CCN/C=C/CC
Energy relative to the best compared isomer or geometry (same formula, charge and spin)   253.5 kJ/mol

These are the Mulliken partial charges, in e, on atoms 1 to 8:
1. H 0.38
2. C 0.16
3. H 0.33
4. N -0.26
5. H 0.15
6. C -0.75
7. H 0.21
8. C -0.54

Q: The highest orbital gap belongs to which entry?
A: C7H13FN

Q: energy of number 5 (C7H13N)?
A: -8957.30566 eV